Below is a single C6H8BrN molecule at a distorted geometry, with properties calculated with the ωB97M-V functional and the def2-TZVPD basis.

Properties
Frontier orbital gap = 9.64 eV
Calculated total energy = -2862.1003 Eh
SMILES = [H]/N=C(/C(=C)C)C(=C)Br
ΔE to the lowest compared entry with this formula, charge and spin = 131.3 kJ/mol
LUMO = 0.4 eV

Last column: Löwdin charge in e.
Geometry (Å):
Br (2.54282, -0.86857, -0.11902)  0.820
N (-0.26066, 1.51132, -1.16224)  0.162
C (1.42838, 0.55920, 0.29081)  -0.742
C (-0.77928, -0.68151, -0.40587)  -0.380
C (0.14001, 0.48548, -0.48061)  -0.400
C (-0.82538, -1.42902, 0.87260)  -0.081
C (-1.72314, -0.84382, -1.30571)  0.061
C (1.75029, 1.62177, 1.02185)  0.005
H (-1.60905, -2.20963, 0.75253)  0.084
H (0.22039, -1.86557, 1.13252)  0.080
H (1.36791, 2.55647, 1.27843)  0.057
H (-2.41558, -1.58668, -1.37457)  0.031
H (0.33943, 2.31266, -1.24711)  0.051
H (-1.30582, -0.73994, 1.59485)  0.096
H (2.72666, 1.48755, 1.47142)  0.053
H (-1.59697, -0.30972, -2.31987)  0.102

Force components x, y, z for each atom (eV/Å):
0.748 -0.507 0.235
-0.569 -1.686 0.324
-2.082 1.240 -0.599
-0.029 0.426 0.677
-0.281 2.331 -1.044
0.181 -0.990 0.517
2.347 2.359 -3.839
2.729 -2.428 0.202
0.914 0.037 0.193
-2.084 0.791 0.091
-1.681 0.970 -0.138
-1.860 -2.042 0.586
0.806 0.028 0.421
0.993 -0.375 0.325
0.285 0.246 0.144
-0.417 -0.399 1.907